The following is a quantum chemistry calculation of a cluster of 2 separate species, C6H13NO in total at a distorted geometry, from the Open Molecules 2025 dataset.

```
! wB97M-V def2-TZVPD RIJCOSX def2/J DEFGRID3
* xyz 0 1
C 1.01413 0.49373 -2.27527
C 0.99454 -0.94637 -1.57840
N -1.32931 -1.82089 -0.45757
C -0.59684 -0.93682 0.36339
C 0.79579 -0.71584 -0.08036
C -0.31036 0.63621 2.38681
C -1.06826 -0.28424 1.45590
H 0.01448 0.83311 -2.28517
H 1.33835 0.48806 -3.32460
H 1.40261 1.38303 -1.80280
H 1.30832 -1.35813 0.63371
H 1.76330 -1.62550 -1.91264
H -0.68415 -1.58629 -1.35011
H -2.26538 -1.40261 -0.58137
H 1.12026 0.28771 0.20355
H -1.01884 1.08590 3.12338
H 0.60132 0.09999 2.71623
H -2.15198 -0.46046 1.61648
H -0.03450 3.36142 -0.04568
H -0.15129 1.67200 1.72600
O 0.38608 2.56101 0.35671
*
```

Calculated values
M, g/mol: 115.18
HOMO, eV: -7.69
Energy relative to the best compared isomer or geometry (same formula, charge and spin), kJ/mol: 838.34
HOMO-LUMO gap, eV: 4.55

---

The following is a quantum chemistry calculation of an isolated molecule of C3H5O3PS at a distorted geometry, from the Open Molecules 2025 dataset.

```
! wB97M-V def2-TZVPD RIJCOSX def2/J DEFGRID3
* xyz 0 1
C 0.30809 1.21837 0.16261
C 0.18813 -0.06529 -0.46350
C 0.02587 -1.22641 0.21087
O 2.65249 2.54586 -0.68422
O 2.81864 0.11884 0.29846
O 3.23985 -2.03963 -0.80130
P 2.23819 1.84268 0.51623
S 2.74160 -1.39228 0.36829
H 0.00519 2.05145 -0.46509
H -0.14212 1.26208 1.15084
H 0.34453 -0.10572 -1.53488
H -0.07708 -2.16547 -0.30419
H -0.15112 -1.23352 1.27407
*
```

Calculated values
M, g/mol: 152.11
HOMO (alpha / beta), eV: -8.25 / -8.26
Energy relative to the best compared isomer or geometry (same formula, charge and spin), kJ/mol: 282.77
HOMO-LUMO gap (alpha / beta), eV: 6.41 / 6.42

---

The following is a quantum chemistry calculation of a structure of composition C6H8N2O at a distorted geometry, from the Open Molecules 2025 dataset.

```
! wB97M-V def2-TZVPD RIJCOSX def2/J DEFGRID3
* xyz 0 1
C -2.49806 -0.97074 0.23538
C -1.44095 0.09688 -0.03161
C -0.01841 -0.33819 -0.11725
C 1.74087 -1.43619 -0.04792
C 2.12489 -0.14904 0.00378
C 0.87491 2.08139 0.17138
H -2.09333 -1.88801 -0.67008
H -3.64987 -0.58416 0.16025
H -2.37624 -1.49420 1.23635
H 2.50417 -2.41579 -0.15268
H 3.02037 0.32310 0.08713
H 1.99854 2.23135 0.22553
H 0.04868 2.27286 1.07454
H 0.44063 2.61050 -0.75835
N 0.41873 -1.48847 -0.06862
N 0.97206 0.55686 0.07626
O -1.79100 1.22014 -0.31734
*
```

Calculated values
M, g/mol: 124.14
HOMO, eV: -9.20
Energy relative to the best compared isomer or geometry (same formula, charge and spin), kJ/mol: 263.12
HOMO-LUMO gap, eV: 9.95

---

The following is a quantum chemistry calculation of a structure of composition C8H9NO at a distorted geometry, from the Open Molecules 2025 dataset.

```
! wB97M-V def2-TZVPD RIJCOSX def2/J DEFGRID3
* xyz 0 1
C 2.50429 0.79553 -0.22741
C 1.60135 0.00772 -0.27956
C -0.51167 -0.02271 2.06053
C -0.09963 -0.96915 1.17217
C -1.20746 1.37660 0.15800
C -0.60551 1.41607 1.55966
C 0.33189 -0.67013 -0.15681
C -0.15245 -1.48160 -2.26817
N -0.94698 0.59640 -0.72811
O -0.06080 -1.74362 -0.91544
H 3.43550 1.30250 -0.43309
H -0.99336 -0.22790 2.98380
H 0.02300 -1.98487 1.28347
H -1.94557 2.05746 0.11097
H -1.09650 2.05187 2.26588
H 0.41596 1.76436 1.46541
H 0.59174 -0.80323 -2.71368
H -1.10959 -1.04673 -2.59849
H -0.17419 -2.41856 -2.73912
*
```

Calculated values
M, g/mol: 135.17
HOMO, eV: -8.62
Energy relative to the best compared isomer or geometry (same formula, charge and spin), kJ/mol: 563.52
HOMO-LUMO gap, eV: 9.51

---

The following is a quantum chemistry calculation of the ion C5H8N with charge +1 at a distorted geometry, from the Open Molecules 2025 dataset.

```
! wB97M-V def2-TZVPD RIJCOSX def2/J DEFGRID3
* xyz 1 1
C 0.88466 -1.97464 0.76740
N 0.40362 -0.86550 0.38520
C -0.83333 -0.34937 -0.10063
C -0.61757 0.76767 -1.18613
C 0.28963 1.45008 -0.29428
C 0.08038 0.42747 0.78015
H 1.54542 -2.07446 1.56835
H 0.41202 -3.02488 0.46425
H -1.62472 -1.06897 -0.08552
H -1.54616 1.27295 -1.30775
H -0.24748 0.69681 -2.19733
H 1.33420 1.72623 -0.72022
H -0.07329 2.45239 0.10204
H -0.00739 0.56422 1.82447
*
```

Calculated values
SMILES: C=[N+]1[C@@H]2CC[C@@H]21
M, g/mol: 82.13
HOMO, eV: -16.05
Energy relative to the best compared isomer or geometry (same formula, charge and spin), kJ/mol: 386.92
HOMO-LUMO gap, eV: 10.93

---

The following is a quantum chemistry calculation of the ion C6H11N2O2 with charge +1 at a distorted geometry, from the Open Molecules 2025 dataset.

```
! wB97M-V def2-TZVPD RIJCOSX def2/J DEFGRID3
* xyz 1 3
C -0.93367 -0.75561 0.78384
C -3.08508 -0.47714 0.02665
C 2.14548 0.11598 -1.08017
C -1.50522 0.99068 -1.21929
C 2.37263 0.50007 0.38119
C 0.72422 -0.54374 1.53741
N -1.76338 0.06860 -0.06972
N -3.08896 -1.30062 0.99644
O -1.78011 -1.43482 1.53942
O 1.24093 0.60365 1.23089
H 0.43550 -0.76069 2.54499
H -3.96188 -0.18424 -0.54150
H 2.25200 1.02176 -1.76071
H 2.82363 -0.74267 -1.21358
H 1.15617 -0.49523 -1.11935
H -1.75493 2.05916 -0.95242
H -2.11959 0.63961 -2.01435
H -0.38767 0.96478 -1.48745
H 2.97065 1.43270 0.50049
H 3.00982 -0.28512 0.78216
H 1.24945 -1.41711 1.13503
*
```

Calculated values
M, g/mol: 143.17
HOMO (alpha / beta), eV: -11.27 / -14.21
Energy relative to the best compared isomer or geometry (same formula, charge and spin), kJ/mol: 420.08
HOMO-LUMO gap (alpha / beta), eV: 7.53 / 5.34